No. 1
The following is a DFT calculation (wB97M-V/def2-TZVPD) of an isolated molecule of C4H7NO2 at a distorted geometry.

The geometry in ORCA input format:
```
! wB97M-V def2-TZVPD RIJCOSX def2/J DEFGRID3
* xyz 0 1
C 0.685 -0.398 -0.643
C 1.486 -1.035 0.486
C -1.091 0.880 0.156
C -0.917 -0.546 -0.193
O -0.495 1.269 1.295
N -1.879 1.682 -0.463
O -1.623 -1.399 -0.620
H -0.762 2.189 1.452
H -2.280 1.324 -1.322
H 0.750 -0.987 -1.559
H 1.055 0.599 -0.876
H 2.540 -1.096 0.203
H 1.400 -0.434 1.394
H 1.132 -2.048 0.691
*
```

Computed properties:
LUMO energy = 0.11 eV
ΔE to the lowest compared entry with this formula, charge and spin = 51.2 kcal/mol
SMILES = [H]/N=C(/O)C(=O)CC
Largest force on an atom = 0.118 Eh/bohr

Löwdin population analysis, charges in e, atoms 1 to 2: -0.151, -0.112

No. 2
The following is a DFT calculation (wB97M-V/def2-TZVPD) of an isolated molecule of C4H7NO2.

The geometry in ORCA input format:
```
! wB97M-V def2-TZVPD RIJCOSX def2/J DEFGRID3
* xyz 0 1
C -0.609 -0.601 -1.247
C 0.101 1.701 0.850
C 0.499 -1.243 -0.449
C -0.528 0.308 0.833
O -1.360 0.100 -0.280
N 1.274 -2.120 -0.871
O 0.476 -0.690 0.791
H 1.960 -2.442 -0.195
H -1.127 0.153 1.742
H -0.189 0.071 -2.005
H -1.249 -1.336 -1.735
H 0.573 1.907 -0.107
H -0.670 2.442 1.036
H 0.849 1.752 1.636
*
```

Computed properties:
LUMO energy = 0.90 eV
ΔE to the lowest compared entry with this formula, charge and spin = 26.9 kcal/mol
SMILES = [H]/N=C1/CO[C@H](C)O1
Largest force on an atom = 0.019 Eh/bohr

Löwdin population analysis, charges in e, atoms 1 to 2: -0.098, 0.003

No. 3
The following is a DFT calculation (wB97M-V/def2-TZVPD) of an isolated molecule of C4H7NO2S at a distorted geometry.

The geometry in ORCA input format:
```
! wB97M-V def2-TZVPD RIJCOSX def2/J DEFGRID3
* xyz 0 1
C 0.877 1.158 -0.199
C 1.199 -0.338 0.244
C 2.360 -0.956 -0.268
C -1.459 -1.296 -0.190
H -0.618 1.242 0.900
H 0.131 1.342 -1.128
H 1.834 1.651 -0.336
H 2.752 -1.996 -0.018
H 3.144 -0.031 -0.506
H -1.354 -2.228 -0.812
H -3.690 0.754 0.317
N -2.575 -0.568 -0.413
O 0.298 1.734 0.893
O -2.663 0.659 0.330
S -0.238 -1.128 1.185
*
```

Computed properties:
LUMO energy = 0.25 eV
ΔE to the lowest compared entry with this formula, charge and spin = 137.2 kcal/mol
SMILES = C=C(CO)S/C=N\O
Largest force on an atom = 0.083 Eh/bohr

Löwdin population analysis, charges in e, atoms 1 to 2: -0.341, -0.501

No. 4
The following is a DFT calculation (wB97M-V/def2-TZVPD) of an isolated molecule of C4H7NO2S at a distorted geometry.

The geometry in ORCA input format:
```
! wB97M-V def2-TZVPD RIJCOSX def2/J DEFGRID3
* xyz 0 1
C 1.082 1.448 -1.334
C 1.306 0.751 -0.264
C 0.460 0.750 0.978
C -0.246 -0.587 1.173
N 1.027 2.230 -2.261
O -2.164 -2.227 0.588
O -0.941 -1.135 -1.324
S -1.599 -0.787 -0.079
H 2.146 0.073 -0.274
H -2.120 -2.926 -0.071
H 1.111 0.935 1.837
H -0.281 1.552 0.939
H 0.434 -1.425 1.042
H -0.723 -0.647 2.149
H 0.509 1.995 -3.099
*
```

Computed properties:
LUMO energy = 0.79 eV
ΔE to the lowest compared entry with this formula, charge and spin = 70.4 kcal/mol
Largest force on an atom = 0.033 Eh/bohr

Löwdin population analysis, charges in e, atoms 1 to 2: -0.203, -0.140

No. 5
The following is a DFT calculation (wB97M-V/def2-TZVPD) of an isolated molecule of C4H7NO2S at a distorted geometry.

The geometry in ORCA input format:
```
! wB97M-V def2-TZVPD RIJCOSX def2/J DEFGRID3
* xyz 0 3
C -2.761 -0.058 0.158
C -1.670 -0.049 -0.586
C -0.447 -0.457 0.017
C 1.921 0.278 0.283
N 0.675 0.286 -0.436
O -0.318 -1.320 0.865
O 2.462 1.586 0.376
S 3.130 -1.095 -0.455
H -3.630 0.273 -0.366
H -3.052 -0.520 1.099
H -1.572 0.416 -1.577
H 1.568 -0.039 1.299
H 0.550 0.976 -1.142
H 3.407 1.613 0.681
H 2.288 -2.285 -0.464
*
```

Computed properties:
LUMO energy (alpha / beta) = 0.60 / -3.25 eV
Expectation value of S² = 2.008
ΔE to the lowest compared entry with this formula, charge and spin = 61.7 kcal/mol
Largest force on an atom = 0.196 Eh/bohr

Löwdin population analysis, charges in e, atoms 1 to 2: 0.036, -0.077

No. 6
The following is a DFT calculation (wB97M-V/def2-TZVPD) of a cluster of 2 separate species, C4H7NO3 in total at a distorted geometry.

The geometry in ORCA input format:
```
! wB97M-V def2-TZVPD RIJCOSX def2/J DEFGRID3
* xyz 0 1
C -0.052 1.421 2.910
C 1.229 -0.155 -1.626
C -0.873 0.815 1.835
C 0.258 -1.215 -2.095
N -0.877 -1.339 -1.337
O -1.248 0.566 3.056
O -1.157 0.803 0.689
O 0.427 -1.888 -3.088
H -1.181 -0.720 -0.608
H -1.572 -2.011 -1.624
H -0.232 2.456 3.169
H 0.848 0.971 3.304
H 0.734 0.804 -1.497
H 1.997 -0.015 -2.382
H 1.700 -0.491 -0.706
*
```

Computed properties:
LUMO energy = 0.47 eV
ΔE to the lowest compared entry with this formula, charge and spin = 54.4 kcal/mol
SMILES = CC(N)=O.O=C1CO1
Largest force on an atom = 0.058 Eh/bohr

Löwdin population analysis, charges in e, atoms 1 to 2: 0.037, -0.014

No. 7
The following is a DFT calculation (wB97M-V/def2-TZVPD) of an isolated molecule of C4H7NO3 at a distorted geometry.

The geometry in ORCA input format:
```
! wB97M-V def2-TZVPD RIJCOSX def2/J DEFGRID3
* xyz 0 1
O 0.917 0.600 -2.151
C -0.076 0.826 -1.538
C -0.708 -0.263 -0.580
C 0.447 -0.815 0.258
C 0.853 0.344 1.179
O 0.790 1.484 0.585
O -0.062 0.256 2.322
N -1.051 -1.154 -1.566
H -0.683 1.716 -1.740
H -1.485 0.150 0.064
H 1.248 -1.156 -0.403
H 0.128 -1.714 0.803
H 1.845 0.086 1.629
H -1.990 -1.544 -1.415
H -0.174 1.185 2.553
*
```

Computed properties:
LUMO energy = -3.47 eV
ΔE to the lowest compared entry with this formula, charge and spin = 162.5 kcal/mol
Largest force on an atom = 0.049 Eh/bohr

Löwdin population analysis, charges in e, atoms 1 to 2: 0.109, -0.211

No. 8
The following is a DFT calculation (wB97M-V/def2-TZVPD) of a cluster of 2 separate species, C4H7NO3 in total at a distorted geometry.

The geometry in ORCA input format:
```
! wB97M-V def2-TZVPD RIJCOSX def2/J DEFGRID3
* xyz 0 1
C -0.878 -1.424 0.357
C 0.313 1.824 -0.975
C 0.834 0.795 -1.621
C -0.566 -0.447 1.438
N 0.683 0.029 1.417
O -0.165 -2.474 0.121
O -1.805 -1.136 -0.414
O -1.323 -0.229 2.366
H 0.849 2.494 -0.261
H -0.635 2.196 -1.323
H 0.213 0.265 -2.260
H 1.851 0.583 -1.686
H 1.321 -0.041 0.492
H -0.464 -2.871 -0.731
H 1.054 0.497 2.242
*
```

Computed properties:
LUMO energy = 0.53 eV
ΔE to the lowest compared entry with this formula, charge and spin = 60.2 kcal/mol
SMILES = NC(=O)C(=O)O.C=C
Largest force on an atom = 0.111 Eh/bohr

Löwdin population analysis, charges in e, atoms 1 to 2: -0.480, -0.059